Model A:
{"formula": "C4H14NO2", "method": "the ωB97M-V functional and the def2-TZVPD basis", "elements": ["C", "N", "C", "C", "C", "H", "H", "H", "H", "H", "H", "H", "H", "H", "H", "H", "H", "O", "H", "H", "O"], "coordinates": [[0.413, -0.060, -1.321], [-0.190, 0.082, 0.080], [-0.036, 1.522, 0.474], [1.057, 2.181, -0.464], [0.639, 1.458, -1.750], [1.328, -0.638, -1.261], [-0.380, -0.511, -1.971], [0.180, -0.521, 0.794], [-1.222, -0.123, 0.247], [0.291, 1.539, 1.523], [-1.083, 2.005, 0.485], [0.765, 3.178, -0.671], [2.195, 2.166, -0.396], [1.377, 1.508, -2.573], [-0.181, 2.040, -2.152], [0.203, -3.061, 0.419], [1.260, -3.098, 1.584], [0.795, -2.511, 0.926], [-2.818, -0.892, 1.645], [-2.489, -2.238, 0.915], [-2.111, -1.555, 1.476]], "mulliken_charge": [-0.52, -0.06, -0.50, -0.54, -0.63, 0.33, 0.33, 0.34, 0.31, 0.36, 0.32, 0.31, 0.30, 0.39, 0.31, 0.29, 0.31, -0.63, 0.33, 0.34, -0.66], "homo_lumo_gap_ev": 12.367, "charge": 1, "lumo_ev": -3.15}

Model B:
{"formula": "C4H14NO2", "method": "the ωB97M-V functional and the def2-TZVPD basis", "elements": ["O", "C", "C", "N", "C", "C", "H", "H", "H", "H", "H", "H", "H", "H", "H", "H", "H", "H", "H", "H", "O"], "coordinates": [[-3.101, -0.680, -0.698], [-2.436, -0.181, 0.379], [-1.322, 0.826, -0.197], [-0.198, 0.173, -0.423], [4.350, -0.249, -0.269], [-1.115, 1.965, 0.874], [-2.585, -1.422, -1.068], [-3.136, 0.374, 1.013], [-1.943, -0.949, 0.956], [-1.693, 1.285, -1.124], [0.388, 0.597, -1.160], [4.691, -1.077, -0.866], [4.586, -0.441, 0.770], [4.679, 0.727, -0.602], [3.262, -0.238, -0.339], [-2.090, 2.375, 1.125], [-0.486, 2.743, 0.470], [-0.629, 1.648, 1.798], [-0.410, -3.150, 0.236], [-0.204, -1.733, -0.343], [-0.608, -2.592, -0.532]], "mulliken_charge": [-0.46, -0.76, 0.67, -0.36, -0.70, -1.24, 0.42, 0.43, 0.40, 0.37, 0.32, 0.26, 0.26, 0.26, -0.07, 0.37, 0.40, 0.39, 0.35, 0.34, -0.63], "homo_lumo_gap_ev": 6.713, "charge": 1, "lumo_ev": -8.88}

Least stable = model B

Model A:
{"formula": "C4H14NO2", "method": "the ωB97M-V functional and the def2-TZVPD basis", "elements": ["C", "C", "C", "C", "N", "H", "H", "H", "H", "H", "H", "H", "H", "H", "H", "H", "H", "O", "H", "H", "O"], "coordinates": [[-0.964, -1.053, -0.592], [-0.947, -0.394, -1.970], [-0.413, 1.015, -2.004], [0.601, 1.345, -2.805], [0.388, -1.218, 0.007], [-1.476, -1.997, -0.782], [-1.547, -0.493, 0.139], [-2.007, -0.351, -2.262], [-0.544, -0.990, -2.793], [-0.908, 1.776, -1.414], [1.195, 2.233, -2.625], [0.974, 0.757, -3.639], [0.535, -0.747, 0.924], [1.142, -0.834, -0.565], [0.560, -2.196, 0.256], [-0.087, 2.266, 3.022], [-1.215, 1.406, 3.380], [-0.326, 1.317, 2.994], [2.230, -0.864, 2.836], [0.687, -0.326, 3.025], [1.328, -0.891, 2.545]], "mulliken_charge": [-0.41, -0.74, -0.14, -0.73, -0.17, 0.32, 0.27, 0.33, 0.39, 0.33, 0.27, 0.27, 0.26, 0.39, 0.39, 0.31, 0.33, -0.66, 0.31, 0.35, -0.69], "homo_lumo_gap_ev": 10.292, "charge": 1, "lumo_ev": -2.91}

Model B:
{"formula": "C4H14NO2", "method": "the ωB97M-V functional and the def2-TZVPD basis", "elements": ["C", "C", "C", "C", "N", "H", "H", "H", "H", "H", "H", "H", "H", "H", "H", "H", "H", "O", "H", "H", "O"], "coordinates": [[-0.310, -1.259, 2.155], [-0.129, -1.990, 0.784], [-0.547, -1.045, -0.317], [-1.580, -1.119, -1.170], [-0.293, 1.780, -2.478], [-1.377, -1.225, 2.515], [0.049, -0.127, 2.008], [0.267, -1.679, 2.980], [-0.670, -3.023, 0.613], [1.010, -2.074, 0.605], [0.093, -0.133, -0.233], [-2.506, -1.823, -1.015], [0.508, 1.658, -3.128], [-0.836, 2.616, -2.615], [-0.002, 1.869, -1.364], [2.981, 0.903, 0.283], [1.281, 1.267, 0.498], [2.135, 0.577, 0.632], [-1.680, -0.481, -2.093], [0.290, 2.728, 0.807], [0.119, 1.865, 0.466]], "mulliken_charge": [-0.85, -0.20, 0.59, -0.56, -0.52, 0.33, 0.24, 0.32, 0.36, 0.23, -0.16, 0.27, 0.28, 0.31, 0.32, 0.29, 0.38, -0.55, 0.35, 0.29, -0.72], "homo_lumo_gap_ev": 4.146, "charge": 1, "lumo_ev": -10.02}

Least stable = model B

Model A:
{"formula": "C4H14NO2", "method": "the ωB97M-V functional and the def2-TZVPD basis", "elements": ["C", "O", "C", "C", "C", "N", "H", "H", "H", "H", "H", "H", "H", "H", "H", "H", "H", "H", "H", "H", "O"], "coordinates": [[1.556, -0.153, -0.955], [2.597, -1.128, -0.664], [0.152, -0.510, -0.392], [-0.990, 0.428, -0.917], [-2.219, -0.284, -1.613], [0.283, -0.505, 1.078], [1.604, 0.172, -2.048], [1.884, 0.651, -0.186], [2.882, -1.403, -1.550], [-0.140, -1.511, -0.651], [-0.496, 0.950, -1.709], [-1.422, 1.107, -0.208], [-2.908, 0.285, -2.106], [-2.885, -0.874, -0.956], [-1.887, -0.964, -2.382], [0.675, 0.359, 1.469], [-0.688, -0.553, 1.561], [0.842, -1.324, 1.364], [0.196, 1.311, 4.188], [0.607, 2.409, 3.339], [0.356, 1.536, 3.339]], "mulliken_charge": [-0.61, -0.49, 0.02, -0.59, -1.37, -0.35, 0.46, 0.27, 0.34, 0.35, 0.27, 0.43, 0.46, 0.32, 0.38, 0.36, 0.38, 0.38, 0.26, 0.29, -0.57], "homo_lumo_gap_ev": 11.456, "charge": 1, "lumo_ev": -3.13}

Model B:
{"formula": "C4H14NO2", "method": "the ωB97M-V functional and the def2-TZVPD basis", "elements": ["C", "C", "C", "C", "N", "H", "H", "H", "H", "H", "H", "H", "H", "H", "H", "H", "H", "O", "H", "H", "O"], "coordinates": [[-2.502, 0.862, 0.711], [-1.290, 1.784, 0.699], [-0.014, 0.986, 0.705], [0.996, 1.297, -0.079], [2.267, 0.511, -0.048], [-2.480, 0.277, 1.646], [-2.449, 0.053, -0.018], [-3.436, 1.416, 0.720], [-1.295, 2.467, 1.550], [-1.293, 2.405, -0.202], [-0.042, 0.169, 1.420], [0.956, 2.081, -0.808], [2.081, -0.511, 0.036], [2.741, 0.713, -0.925], [2.804, 0.806, 0.761], [3.404, -2.369, -0.519], [2.061, -3.036, -0.747], [2.461, -2.268, -0.320], [-1.134, -3.070, -1.303], [-2.260, -2.366, -1.980], [-1.578, -2.206, -1.299]], "mulliken_charge": [-1.09, -0.42, -0.13, -0.45, -0.19, 0.31, 0.27, 0.35, 0.30, 0.32, 0.32, 0.32, 0.38, 0.36, 0.38, 0.33, 0.31, -0.68, 0.31, 0.32, -0.62], "homo_lumo_gap_ev": 10.915, "charge": 1, "lumo_ev": -3.27}

Least stable = model A

Model A:
{"formula": "C4H14NO2", "method": "the ωB97M-V functional and the def2-TZVPD basis", "elements": ["C", "N", "C", "C", "C", "H", "H", "H", "H", "H", "H", "H", "H", "H", "H", "H", "H", "O", "H", "H", "O"], "coordinates": [[0.626, -0.169, 1.502], [0.533, 0.184, -0.097], [-0.786, 0.957, -0.153], [-1.696, 0.246, 0.702], [-0.790, -0.006, 2.014], [0.883, -1.198, 1.785], [1.549, 0.490, 1.817], [0.437, -0.776, -0.613], [1.269, 0.764, -0.563], [-1.081, 1.054, -1.234], [-0.654, 2.021, 0.072], [-2.613, 1.053, 0.902], [-2.112, -0.687, 0.304], [-1.221, -0.964, 2.440], [-0.853, 0.730, 2.783], [0.350, -3.549, -0.988], [1.704, -3.205, -0.473], [0.893, -2.844, -0.496], [0.534, 2.351, -3.037], [1.968, 1.993, -3.359], [1.058, 1.555, -3.308]], "mulliken_charge": [-0.33, -0.26, -0.62, -0.53, -0.59, 0.24, 0.34, 0.38, 0.38, 0.35, 0.40, 0.29, 0.32, 0.32, 0.32, 0.31, 0.27, -0.59, 0.33, 0.35, -0.67], "homo_lumo_gap_ev": 12.129, "charge": 1, "lumo_ev": -2.99}

Model B:
{"formula": "C4H14NO2", "method": "the ωB97M-V functional and the def2-TZVPD basis", "elements": ["C", "C", "C", "C", "O", "N", "H", "H", "H", "H", "H", "H", "H", "H", "H", "H", "H", "H", "H", "H", "O"], "coordinates": [[1.160, 2.152, 1.259], [0.705, 0.829, 0.679], [1.554, 0.169, -0.458], [1.265, -1.323, -0.710], [-0.073, -1.677, -0.387], [-0.735, 0.871, 0.144], [2.196, 1.994, 1.553], [0.482, 2.409, 2.067], [1.241, 2.882, 0.446], [0.726, 0.102, 1.494], [1.394, 0.764, -1.360], [2.606, 0.288, -0.199], [1.455, -1.525, -1.764], [1.849, -1.898, 0.012], [-0.648, -2.147, -0.989], [-1.043, -0.115, 0.101], [-1.381, 1.365, 0.743], [-0.673, 1.245, -0.801], [-3.485, -1.112, -1.159], [-3.422, -1.333, 0.369], [-2.995, -0.898, -0.363]], "mulliken_charge": [-1.41, 0.05, -0.76, -0.40, -0.54, -0.17, 0.37, 0.40, 0.37, 0.32, 0.35, 0.42, 0.34, 0.31, 0.30, 0.33, 0.36, 0.36, 0.29, 0.31, -0.59], "homo_lumo_gap_ev": 11.505, "charge": 1, "lumo_ev": -2.97}

Model C:
{"formula": "C4H14NO2", "method": "the ωB97M-V functional and the def2-TZVPD basis", "elements": ["C", "C", "C", "C", "O", "N", "H", "H", "H", "H", "H", "H", "H", "H", "H", "H", "H", "H", "H", "H", "O"], "coordinates": [[-0.065, 0.847, -1.389], [-0.400, -0.627, -1.247], [-0.097, -1.264, 0.139], [-1.257, -1.013, 1.095], [-2.510, -1.378, 0.544], [1.318, 1.254, -0.956], [-0.774, 1.518, -0.919], [-0.135, 1.136, -2.431], [-1.481, -0.637, -1.365], [0.051, -1.236, -2.026], [0.787, -0.792, 0.570], [0.103, -2.329, 0.020], [-1.129, -1.487, 2.069], [-1.284, 0.061, 1.283], [-2.619, -2.323, 0.693], [1.997, 0.865, -1.605], [1.592, 1.048, 0.024], [1.444, 2.255, -1.082], [0.775, 1.712, 2.225], [2.179, 1.178, 2.523], [1.504, 1.212, 1.835]], "mulliken_charge": [-0.76, -0.55, -0.39, -0.61, -0.54, -0.19, 0.38, 0.40, 0.34, 0.33, 0.30, 0.35, 0.37, 0.21, 0.35, 0.39, 0.24, 0.38, 0.29, 0.29, -0.60], "homo_lumo_gap_ev": 10.340, "charge": 1, "lumo_ev": -3.35}

Model D:
{"formula": "C4H14NO2", "method": "the ωB97M-V functional and the def2-TZVPD basis", "elements": ["C", "N", "C", "C", "C", "H", "H", "H", "H", "H", "H", "H", "H", "H", "H", "H", "H", "O", "H", "H", "O"], "coordinates": [[0.851, -0.433, -1.191], [-0.532, -0.332, -0.541], [-0.744, -1.477, 0.444], [0.766, -1.713, 0.841], [1.791, -1.194, -0.189], [1.109, 0.625, -1.296], [0.537, -0.889, -2.178], [-0.547, 0.531, 0.025], [-1.227, 0.086, -1.198], [-1.384, -1.077, 1.347], [-1.151, -2.367, -0.145], [0.822, -2.702, 1.204], [0.899, -1.068, 1.694], [2.600, -0.390, 0.303], [2.372, -1.854, -0.789], [-0.050, 2.973, 1.494], [1.451, 3.219, 1.171], [0.812, 2.534, 1.225], [-2.682, 2.263, -1.479], [-3.219, 1.659, -0.085], [-2.475, 1.604, -0.656]], "mulliken_charge": [-0.52, -0.22, -0.49, -0.71, -0.46, 0.32, 0.38, 0.26, 0.44, 0.31, 0.35, 0.47, 0.27, 0.27, 0.32, 0.32, 0.31, -0.61, 0.33, 0.31, -0.65], "homo_lumo_gap_ev": 12.043, "charge": 1, "lumo_ev": -3.07}

Least stable = model A